1.
A molecular structure, C32H51BN11ORuS3Te. Source: the Open Molecules 2025 dataset; level of theory: wB97M-V/def2-TZVPD.

```
101
Properties=species:S:1:pos:R:3
Te 2.57364 1.57038 -0.87835
Ru 0.24823 0.65996 -0.36139
S 1.89248 -1.75536 0.04671
S 0.37225 0.78265 2.25166
S -1.93499 -0.96310 -0.44484
O 0.83118 3.85409 0.84607
N 0.34616 1.52629 -4.50685
N -1.61970 2.74410 0.15606
N -0.74230 1.67421 -2.66006
N -1.41118 -1.21849 2.69157
N -0.13277 0.47351 -2.76922
N -0.81171 -3.06095 0.90110
N 0.95490 -2.30112 2.56911
N 3.12621 -2.11734 2.48207
N -2.17437 0.69696 3.41020
N -1.39720 -3.57940 -1.12908
N 0.50861 0.36901 -3.87034
C -1.29709 -2.46220 -3.32682
C 2.40886 2.12666 -5.78427
C -3.66156 4.27816 -0.96307
C 4.76640 -0.61090 1.40685
C -1.19845 3.00234 3.81077
C 4.53992 -1.99731 2.00061
C -3.64180 2.65382 3.67848
C -0.83400 -4.71326 -0.55514
C -2.44687 4.84226 -0.63092
C 2.77820 -2.35357 3.80666
C 1.44354 -2.46819 3.85090
C 5.49000 -2.17924 3.18149
C 2.65752 3.28888 -4.82599
C -3.86300 2.93440 -0.67784
C -0.18686 4.71199 0.42054
C -1.80638 -4.88527 -3.18393
C -0.47308 -4.38213 0.69268
C -3.16750 -0.25917 3.60830
C 4.82290 -3.09944 0.98099
C 0.92611 1.74791 -5.83261
C 1.98994 -2.07836 1.72068
C -3.49345 -3.25581 -2.37421
C -2.31954 2.01902 4.11001
C -0.42946 2.31444 -3.75800
C -2.32738 1.73997 5.61678
C -1.38700 -2.57264 -0.21227
C -1.09941 0.09004 2.81393
C -1.99782 -3.53441 -2.49658
C -2.69159 -1.42743 3.16314
C -2.82148 2.22169 -0.11509
C 3.28682 0.92503 -5.44136
C -1.45387 4.04220 -0.06633
B -0.55854 -2.47212 2.31552
H 0.78709 -2.65157 4.68341
H -3.14943 -2.40100 3.13622
H 3.49391 -2.41534 4.60206
H -3.64443 2.84377 2.60594
H -1.41924 3.91217 4.37286
H -1.40895 1.22635 5.90711
H -2.25566 5.89823 -0.78895
H 3.01965 0.51732 -4.46427
H -4.50459 2.03342 3.92231
H -4.44455 4.87746 -1.41135
H 3.18509 0.13083 -6.18495
H 0.46852 3.07034 1.28795
H 2.64321 2.46183 -6.79905
H 4.18855 -2.99233 0.10320
H -0.50038 5.40624 1.21516
H -3.17590 1.12279 5.91406
H -0.21435 -2.60187 -3.29949
H -1.51911 -1.46692 -2.94700
H 5.86850 -3.03955 0.67124
H -2.26262 -4.82160 -4.17152
H -2.29620 -5.69648 -2.64371
H -0.22195 2.62975 4.11229
H 4.54285 0.16321 2.14462
H 2.52636 2.97737 -3.78723
H 5.81273 -0.51619 1.10499
H 0.77448 0.82932 -6.39558
H 0.23176 5.32546 -0.38034
H 6.50784 -2.10106 2.79980
H -0.92849 -3.32488 3.09480
H -0.69965 -5.63543 -1.08333
H 0.34556 2.53879 -6.30437
H -0.75012 -5.12629 -3.31798
H -2.38361 2.68318 6.16280
H 4.13660 -0.44630 0.53659
H 1.98518 4.13097 -5.02309
H 3.68097 3.65178 -4.93201
H -4.80441 2.44144 -0.88085
H -4.11711 -0.02685 4.05264
H -1.63631 -2.53676 -4.36286
H 4.33645 1.22099 -5.40159
H 0.02165 -4.96465 1.45072
H 4.64837 -4.08175 1.42684
H -3.97837 -4.03913 -1.78699
H -1.16447 3.24519 2.75308
H -2.95787 1.17897 0.14311
H 5.35678 -1.40197 3.93568
H -3.67229 -2.29315 -1.89522
H 5.38324 -3.16020 3.64969
H -3.93875 -3.24204 -3.37117
H -0.71911 3.31774 -4.02296
H -3.76098 3.60562 4.19839
```

Its largest force on an atom is 1.173 eV Å⁻¹. For the total energy, the calculation gives -95510.0459 eV. The LUMO energy (spin up / spin down) comes out at 0.526 / 0.050 eV. The calculation puts the relative energy (zero: lowest compared OMol25 entry of this formula, charge and spin) at 0.614 eV. As for the multiplicity: 6.

=====

2.
9 unconnected molecules or ions with the total composition C7H26O8. Source: the Open Molecules 2025 dataset; level of theory: wB97M-V/def2-TZVPD.

```
41
Properties=species:S:1:pos:R:3
O -2.82703 2.04550 -1.34916
O 2.49035 -1.15458 3.56428
O -0.29225 2.55702 -2.15760
O -2.95713 -1.87718 1.91388
O -0.91318 -0.93642 -2.94229
O 1.79358 2.56480 -0.33572
O 3.08694 0.52143 1.49109
O -3.24138 -0.64402 -1.47578
C 1.98791 -1.34749 -1.18201
C 0.77861 -1.72204 -0.32552
C -0.56621 1.60820 3.04193
C -0.17985 -0.24531 1.49053
C 2.19034 -1.86664 -2.38333
C -0.96439 0.88178 2.00490
C 0.05044 -0.54478 0.21393
H 2.31310 0.88323 1.03351
H 0.02427 -1.16745 -2.89375
H 2.42273 2.41348 -1.04466
H 0.90229 2.48606 -0.73241
H 0.24227 1.28994 3.69459
H 2.59728 -0.59369 -0.72114
H -3.13311 1.15028 -1.60511
H 3.06560 -1.82323 -3.01419
H 1.41690 -2.55293 -2.71963
H -1.86831 1.16348 1.47234
H -3.02535 2.02106 -0.40823
H -0.95649 -0.02627 -3.25679
H -0.50396 3.47072 -2.37635
H -2.58179 -1.07609 -2.04963
H 2.12325 -2.01501 3.36263
H -1.12005 2.23965 -1.72709
H -0.22189 0.22215 -0.49812
H 3.39670 1.34437 1.89428
H -3.76118 -1.35874 -1.09586
H 2.58627 -0.61904 2.75583
H -2.69750 -2.77270 1.66616
H -0.91847 2.60076 3.29764
H -2.11037 -1.41404 1.81156
H 0.14323 -0.99161 2.21424
H 1.13517 -2.48065 0.37472
H 0.09266 -2.23401 -1.00364
```

Its largest force on an atom is 1.638 eV Å⁻¹. For the total energy, the calculation gives -24059.6157 eV. As for the SMILES: C=C/C=C/CC=C.O.O.O.O.O.O.O.O. The LUMO energy comes out at 0.386 eV. The calculation puts the relative energy (zero: lowest compared OMol25 entry of this formula, charge and spin) at 1.755 eV. As for the multiplicity: 1.

=====

3.
A molecular structure, C4H12BrO4V. Source: the Open Molecules 2025 dataset; level of theory: wB97M-V/def2-TZVPD.

```
22
Properties=species:S:1:pos:R:3
Br -1.41408 -2.10944 0.62196
V -3.47693 -3.26245 0.20460
O 1.13574 -0.11612 0.07063
O 2.83452 -2.36627 -2.21983
O -2.31898 3.22022 0.04266
O -1.95633 0.96304 1.94125
C 1.96465 -1.21236 -0.27626
C -0.90425 1.79540 1.46955
C -1.18145 2.30792 0.09708
C 1.83878 -1.40031 -1.74544
H 0.32998 -0.55825 0.35092
H 2.91491 -3.16441 -1.72097
H -2.91218 2.82262 0.70842
H -1.92701 0.14599 1.45701
H 3.00254 -1.05650 0.07442
H -0.87403 2.59968 2.19991
H 1.61024 -2.02041 0.35327
H -1.34540 1.48978 -0.61430
H 0.06784 1.28096 1.47339
H 2.03777 -0.45503 -2.25986
H -0.27847 2.89631 -0.18974
H 0.85212 -1.80039 -2.03867
```

Its largest force on an atom is 2.710 eV Å⁻¹. For the total energy, the calculation gives -108251.2068 eV. The LUMO energy (spin up / spin down) comes out at -7.934 / -7.541 eV. The net charge is +1. As for the multiplicity: 4.

=====

4.
A molecular structure, C10H36HfN18O12. Source: the Open Molecules 2025 dataset; level of theory: wB97M-V/def2-TZVPD.

```
77
Properties=species:S:1:pos:R:3
Hf 9.73553 -8.68122 -28.82285
O 7.60383 -9.21320 -29.47038
O 7.82420 -4.63314 -23.34279
O 9.75094 -8.98935 -31.04676
O 8.68280 -9.48506 -26.99565
O 14.52588 -4.89760 -31.48023
O 3.55735 -5.79115 -29.07779
O 8.32533 -3.30842 -28.82310
O 10.22427 -6.37975 -28.40527
O 12.93706 -3.24674 -28.29358
O 8.93041 -6.58349 -29.94091
O 8.95084 -5.97449 -34.41556
O 8.31105 -7.00965 -27.88141
N 5.69303 -6.02954 -29.82139
N 7.66302 -6.07917 -25.10929
N 6.46446 -8.85443 -31.40160
N 9.07403 -10.93661 -32.07150
N 6.67066 -4.16932 -27.56755
N 7.13523 -9.08522 -25.39990
N 11.53785 -4.18250 -26.77497
N 5.58509 -10.19718 -29.79268
N 10.33453 -9.41522 -33.19254
N 13.59390 -3.45317 -26.12379
N 7.88625 -5.53981 -32.46471
N 5.09861 -6.99985 -27.87232
N 13.69536 -7.03126 -31.30646
N 8.84856 -10.50174 -24.96035
N 13.70137 -5.75438 -29.47745
N 10.05756 -6.38908 -32.48610
N 9.70510 -5.58274 -24.14465
N 8.05747 -2.44689 -26.76575
C 6.57720 -9.37845 -30.17561
C 12.67773 -3.49097 -27.13622
C 9.76212 -9.76895 -32.05112
C 4.65609 -6.26018 -28.93912
C 7.72004 -3.32921 -27.74373
C 8.34895 -5.34370 -24.17010
C 8.91836 -6.18861 -28.68099
C 8.19850 -9.75242 -25.85331
C 8.94588 -6.00007 -33.19828
C 14.03226 -5.77666 -30.83166
H 7.91629 -5.62109 -31.46445
H 6.61046 -4.66125 -28.44879
H 14.53035 -3.13015 -26.28175
H 10.31804 -4.94809 -23.66221
H 8.94398 -11.54681 -31.27955
H 10.98544 -4.63712 -27.47967
H 7.13130 -5.14654 -32.99659
H 6.67215 -5.91742 -25.10543
H 10.05610 -6.22304 -31.48887
H 6.75560 -8.31530 -25.92246
H 11.34722 -4.31084 -25.79798
H 10.30163 -9.98276 -34.02318
H 12.73355 -6.05042 -29.42144
H 13.70526 -7.21292 -32.29570
H 6.10715 -7.06648 -27.94555
H 7.48432 -2.29924 -25.95174
H 9.14740 -11.50594 -32.90417
H 5.46360 -5.50573 -30.65016
H 6.55761 -9.46198 -24.66466
H 7.17274 -8.23389 -31.76818
H 4.62194 -7.07770 -26.99429
H 9.68426 -10.97895 -25.25814
H 5.58758 -8.89723 -31.89546
H 4.85720 -10.53597 -30.39865
H 10.17609 -6.17928 -24.80332
H 9.01666 -2.15698 -26.68889
H 5.53285 -10.47416 -28.82746
H 10.90644 -6.52388 -33.00102
H 13.11448 -7.62678 -30.74732
H 8.19219 -6.28090 -25.94653
H 6.16326 -4.26400 -26.71120
H 10.87616 -8.56616 -33.16299
H 13.81491 -4.82597 -29.07800
H 8.59842 -10.65567 -23.99666
H 6.40374 -6.73343 -29.91069
H 13.38294 -3.85071 -25.22688
```

Its largest force on an atom is 10.165 eV Å⁻¹. For the total energy, the calculation gives -63643.4101 eV. The LUMO energy comes out at -9.577 eV. The calculation puts the relative energy (zero: lowest compared OMol25 entry of this formula, charge and spin) at 8.732 eV. The net charge is +2. As for the multiplicity: 1.

=====

5.
A molecular structure, C41H35Co2O8P. Source: the Open Molecules 2025 dataset; level of theory: wB97M-V/def2-TZVPD.

```
87
Properties=species:S:1:pos:R:3
Co 0.15008 -2.68823 -0.81719
Co -0.50879 -1.43427 1.29562
P -2.55367 -1.22703 0.84825
O 0.87069 2.09780 -2.58834
O -2.25100 -3.23805 -2.37352
O 0.66089 1.21082 1.28216
O 0.52386 3.55101 -0.26467
O -0.75962 -1.79007 4.17233
O 1.42641 -4.80437 -2.29821
O 2.41673 3.64797 0.96229
O 1.29572 -0.59103 -2.53950
C -0.65085 -1.67461 3.02056
C -3.06282 -0.30304 -0.65634
C 1.29897 -2.65429 0.52105
C 4.27062 2.89692 -3.60666
C -3.71149 1.77411 3.39381
C 0.17729 0.15416 1.21117
C -4.66762 1.16404 4.21461
C 0.84811 -1.31838 -1.75568
C 1.61645 4.23301 2.00931
C 0.03704 -3.17798 0.90552
C 3.40680 -0.64342 -0.42643
C -3.40030 -2.85614 0.84473
C 4.36057 -0.09890 -1.28195
C -3.13349 1.05939 2.33946
C 4.77023 -2.64105 -0.18055
C 2.51595 4.45829 3.19677
C -3.11152 -3.74326 1.89541
C -4.42939 -0.17999 -0.96424
C 4.01344 3.43003 -1.10037
C 3.59525 -1.92007 0.13599
C -5.05881 -0.15558 3.96899
C 2.56563 -2.47780 0.99151
C 2.75354 3.08070 -3.73146
C -3.85240 1.10013 -2.94147
C -4.81524 0.50070 -2.12300
C -2.10809 0.36537 -1.43131
C 0.92089 -3.95387 -1.70295
C 5.50606 -0.82729 -1.62381
C -3.66530 -5.02755 1.89960
C 2.65106 2.86008 -1.21882
C -4.53309 -5.41881 0.87725
C -4.82005 -4.53283 -0.16609
C 1.98355 2.60663 -2.48372
C -4.24343 -3.26082 -0.19597
C -2.50191 1.05219 -2.58343
C -1.35489 -3.00478 -1.67153
C 4.82333 3.65157 -2.39808
C -3.49322 -0.28203 2.12233
C 5.69625 -2.11011 -1.07371
C 1.72080 3.35881 -0.17120
C -4.48058 -0.87880 2.91996
H 2.84745 -2.96068 1.93995
H 2.55257 -0.04277 -0.10248
H 4.19161 0.90452 -1.67813
H -4.48565 -2.57692 -1.00643
H 6.58606 -2.67826 -1.35121
H 4.75318 3.27754 -4.51972
H 3.83094 4.43705 -0.67199
H 4.77739 4.73863 -2.58400
H -5.18306 -0.62027 -0.30593
H -1.04959 0.36056 -1.13820
H -4.14982 1.62055 -3.85268
H -4.80506 -1.90180 2.72183
H 3.03578 3.53268 3.45359
H -1.73254 1.54712 -3.17093
H 2.37402 2.53768 -4.60825
H 0.81753 3.52136 2.24458
H 1.17568 5.17164 1.64496
H 3.25211 5.23870 2.98855
H -2.44182 -3.43370 2.70551
H 4.51702 1.82425 -3.52548
H 2.50160 4.15618 -3.83811
H 5.88361 3.40260 -2.23181
H -5.87423 0.55328 -2.38618
H 6.24631 -0.38356 -2.30542
H 1.92045 4.77471 4.05236
H -5.10505 1.72184 5.04491
H -3.41048 2.80804 3.56561
H -2.39668 1.53801 1.68488
H -5.48969 -4.83139 -0.97325
H -4.97674 -6.41733 0.89131
H -3.41598 -5.70647 2.71483
H -0.19088 -4.09230 1.43083
H -5.81233 -0.63275 4.59784
H 4.63403 2.90251 -0.34889
H 4.91361 -3.63056 0.25907
```

Its largest force on an atom is 4.470 eV Å⁻¹. For the total energy, the calculation gives -144005.5805 eV. The LUMO energy comes out at 4.289 eV. The net charge is -2. As for the multiplicity: 1.

=====

6.
A molecular structure, C29H64N4O15V. Source: the Open Molecules 2025 dataset; level of theory: wB97M-V/def2-TZVPD.

```
113
Properties=species:S:1:pos:R:3
V -0.60152 -2.74213 1.43961
O -3.18760 0.64303 1.69072
O 5.95490 2.15866 -6.31564
O 2.94269 -4.70660 1.64699
O -3.22676 -3.19040 -1.23343
O 0.87014 -4.40879 0.95577
O -2.02920 -2.20610 1.89097
O 3.21411 -0.23283 -1.35810
O 2.36004 -5.27991 -0.24692
O 2.30297 0.28700 4.61021
O -5.15517 -4.13316 0.29454
O -1.74288 -4.40591 -2.30777
O -1.49723 -4.74016 2.38162
O 2.09869 3.68708 -1.12606
O 0.17444 -1.36324 1.02890
O -1.09652 -3.31191 -0.74731
N 0.84442 4.01750 -0.78563
N 4.29992 0.05797 -3.97400
N 0.27056 -2.77266 3.57735
N -4.72183 -1.33996 0.33542
C -1.63674 3.40492 -0.86748
C -2.14337 -5.83337 1.79015
C -0.98180 -5.02421 3.70716
C -5.12958 0.06275 0.39971
C 2.00550 -4.84581 0.80647
C -2.05425 -3.60875 -1.41001
C 0.72472 -1.70088 4.51127
C -0.80570 5.73955 -0.30268
C -4.79743 -3.56852 1.61663
C -2.58186 1.57107 2.57302
C 6.00015 1.13335 -5.34371
C -0.75237 -3.59654 4.30867
C -5.13567 -2.04960 1.61678
C 7.31447 2.50869 -6.75079
C 3.21455 -0.88971 -0.15142
C 0.17179 1.80530 -0.20087
C 2.93855 -0.29430 -3.71193
C -4.64534 0.87051 1.68700
C 1.58525 6.15987 0.02342
C 0.74092 6.14363 -2.36051
C 2.82646 -1.06314 -2.43955
C 4.51531 0.85255 -5.16700
C -1.95790 4.82752 -0.94637
C 0.61713 5.46193 -0.92855
C 1.42347 1.41216 4.35305
C -0.14797 2.98026 -1.13599
C 1.99725 -0.93792 4.00791
C -0.14530 2.53779 -2.60557
C -5.18795 -5.58720 0.44511
H -0.89703 6.82373 -0.36836
H -0.69246 5.62736 0.77559
H 1.94918 -0.93661 2.91896
H -4.29296 -5.91051 -0.08646
H -4.87899 1.88497 1.36394
H 3.26769 -2.05975 -2.42634
H 2.48763 -0.49748 0.55982
H -2.94034 5.05876 -0.53475
H -2.98526 -6.01912 2.45710
H 3.15801 -1.96949 -0.28917
H 0.96238 -3.50766 3.54185
H 6.43668 1.54145 -4.43212
H -2.97360 1.47491 3.58563
H -6.14140 -2.02027 2.03599
H 2.26880 0.56565 -3.71741
H 4.00192 1.81067 -5.08597
H 0.52996 1.28459 4.96418
H -1.48119 -6.68807 1.65191
H -0.84711 1.73752 -2.84034
H -2.32210 2.81837 -1.47932
H -6.19939 0.23072 0.52383
H 6.40032 0.19460 -5.72673
H -5.41453 -3.98396 2.41331
H 1.90502 3.79925 -2.05961
H 7.40973 3.16424 -7.61640
H -0.53404 1.02755 -0.49242
H 1.91770 2.37844 4.45367
H -1.50192 1.43622 2.63343
H 0.80283 2.07992 -2.88754
H 4.65549 0.37321 -3.08276
H 4.19691 0.35725 -6.08427
H -3.83890 -3.80595 2.07807
H -0.19065 6.18507 -2.92492
H 7.97065 1.68038 -7.01804
H -1.70524 -3.08739 4.45323
H 1.23950 7.10387 -2.22842
H 1.23489 7.04577 0.55308
H -0.15827 -1.06820 4.60144
H 1.15923 1.35737 -0.31235
H 4.16845 -0.62738 0.30613
H -2.41635 -5.68147 0.74588
H -0.50445 -3.73918 5.36048
H -5.18082 0.64681 2.60967
H -5.92704 -6.01434 -0.23269
H 1.94066 5.64236 0.91447
H -0.05876 -5.60294 3.67314
H -5.22727 -5.97945 1.46132
H -2.01266 5.09962 -2.00045
H 1.81708 -1.30314 -2.10540
H -1.71038 -5.59941 4.27849
H 0.01562 2.12121 0.83058
H 1.33378 5.58241 -3.08276
H -4.50155 -1.66707 2.41657
H 2.48401 6.62807 -0.37799
H 2.48066 -1.00239 -4.40263
H -0.39009 3.47948 -3.09686
H 1.06849 -1.98867 5.50480
H 1.05165 1.49499 3.33177
H 2.83542 -1.61916 4.15448
H 7.84276 3.06994 -5.98009
H -3.72851 -1.21210 0.46606
H -4.80043 0.56946 -0.50749
H -1.90990 3.07620 0.13523
H -2.67596 2.64940 2.44471
```

Its largest force on an atom is 8.833 eV Å⁻¹. For the total energy, the calculation gives -93460.9305 eV. The LUMO energy (spin up / spin down) comes out at 3.532 / 3.532 eV. The net charge is -2. As for the multiplicity: 2.